Record 1
Computed, not measured: a 5-piece molecular cluster, H10O5 overall, with the ωB97M-V functional and the def2-TZVPD basis.

Positions of all 15 atoms, in Å:
O -1.11 -0.05 1.67
H -0.37 -0.13 2.29
H -1.67 0.63 2.07
O 0.23 3.58 -0.66
H 0.50 4.50 -0.60
H -0.48 3.59 -1.31
O 3.05 0.21 -1.28
H 3.15 0.12 -0.33
H 2.10 0.25 -1.42
O -1.41 -3.61 0.81
H -2.07 -3.55 1.50
H -1.70 -4.35 0.26
O -0.64 -0.19 -0.76
H -0.53 -0.95 -0.17
H 0.05 0.42 -0.48

Properties
Kohn-Sham gap: 10.86 eV
Total charge: 0
Energy relative to the best compared isomer or geometry (same formula, charge and spin): 153.90 kJ/mol
HOMO level: -10.378 eV
LUMO level: 0.0177 Eh

natural (NBO) atomic charge list, values in e, 4 entries:
1 O -0.941
2 H 0.465
3 H 0.476
4 O -0.941

---

Record 2
Computed, not measured: a 5-piece molecular cluster, H10O5 overall, with the ωB97M-V functional and the def2-TZVPD basis.

Positions of all 15 atoms, in Å:
O 24.83 -3.95 -17.78
H 24.60 -4.14 -16.86
H 24.05 -3.50 -18.09
O 27.11 -4.20 -15.68
H 27.90 -3.71 -15.43
H 27.22 -4.37 -16.59
O 27.22 -2.49 -17.96
H 27.26 -2.24 -18.91
H 26.42 -3.01 -17.91
O 27.72 -1.08 -15.60
H 27.82 -0.21 -15.96
H 27.43 -1.60 -16.33
O 25.38 -1.47 -20.27
H 24.89 -1.14 -19.54
H 24.70 -1.61 -20.90

Properties
Kohn-Sham gap: 10.88 eV
Total charge: 0
Energy relative to the best compared isomer or geometry (same formula, charge and spin): 89.62 kJ/mol
HOMO level: -10.738 eV
LUMO level: 0.0053 Eh

natural (NBO) atomic charge list, values in e, 4 entries:
1 O -0.948
2 H 0.493
3 H 0.474
4 O -0.950

---

Record 3
Computed, not measured: a 5-piece molecular cluster, H10O5 overall, with the ωB97M-V functional and the def2-TZVPD basis.

Positions of all 15 atoms, in Å:
O 2.81 1.45 1.02
H 2.15 1.44 0.30
H 2.48 2.16 1.58
O -3.73 -10.36 3.40
H -3.51 -10.42 2.46
H -4.60 -9.96 3.43
O 0.62 4.82 0.82
H 0.22 5.23 1.60
H 0.21 3.96 0.75
O -1.06 2.39 -3.49
H -0.32 2.97 -3.68
H -1.88 2.83 -3.30
O 1.61 1.48 -1.60
H 0.75 1.41 -2.03
H 2.10 2.06 -2.19

Properties
Kohn-Sham gap: 11.04 eV
Total charge: 0
Energy relative to the best compared isomer or geometry (same formula, charge and spin): 123.67 kJ/mol
HOMO level: -10.770 eV
LUMO level: 0.0100 Eh

natural (NBO) atomic charge list, values in e, 4 entries:
1 O -0.953
2 H 0.487
3 H 0.458
4 O -0.937

---

Record 4
Computed, not measured: H10O5 as an isolated structure, with the ωB97M-V functional and the def2-TZVPD basis.

Positions of all 15 atoms, in Å:
H -0.76 -1.02 -1.63
H -1.63 -0.77 -0.24
H -0.48 0.91 1.10
H 0.64 0.44 2.05
H 0.36 -0.35 -0.63
H 1.88 -0.23 -0.20
H 2.14 2.15 -2.47
H 0.75 1.98 -1.84
H -0.82 -1.52 2.97
H -1.49 -2.02 1.66
O -0.92 -1.34 -0.74
O 0.35 0.44 1.12
O 1.05 0.29 -0.49
O 1.16 2.29 -2.59
O -1.70 -1.63 2.61

Properties
Kohn-Sham gap: 8.24 eV
Total charge: 0
Energy relative to the best compared isomer or geometry (same formula, charge and spin): 495.80 kJ/mol
HOMO level: -8.062 eV
LUMO level: 0.0065 Eh

natural (NBO) atomic charge list, values in e, 4 entries:
1 H 0.494
2 H 0.498
3 H 0.463
4 H 0.443

---

Record 5
Computed, not measured: a 5-piece molecular cluster, H10O5 overall, with the ωB97M-V functional and the def2-TZVPD basis.

Positions of all 15 atoms, in Å:
O -1.70 2.73 -0.21
H -1.61 2.07 0.47
H -2.26 2.33 -0.87
O 2.80 -0.16 0.96
H 2.99 0.45 0.25
H 1.85 -0.15 1.04
O 2.12 -1.48 -2.15
H 1.75 -2.34 -2.33
H 2.23 -1.46 -1.20
O -2.25 0.24 0.90
H -3.08 0.40 1.33
H -2.49 -0.03 0.01
O 0.19 -0.81 0.36
H -0.57 -0.25 0.45
H 0.03 -1.54 0.96

Properties
Kohn-Sham gap: 10.84 eV
Total charge: 0
Energy relative to the best compared isomer or geometry (same formula, charge and spin): 112.47 kJ/mol
HOMO level: -10.946 eV
LUMO level: -0.0038 Eh

natural (NBO) atomic charge list, values in e, 4 entries:
1 O -0.942
2 H 0.479
3 H 0.456
4 O -0.966

---

Record 6
Computed, not measured: a 5-piece molecular cluster, H10O5 overall, with the ωB97M-V functional and the def2-TZVPD basis.

Positions of all 15 atoms, in Å:
O 0.10 -1.63 -2.33
H 0.33 -0.97 -2.98
H 0.92 -1.79 -1.85
O -2.53 1.03 2.21
H -2.48 1.98 2.21
H -2.19 0.77 1.35
O -0.86 0.21 -0.40
H -0.04 0.62 -0.68
H -0.98 -0.53 -0.99
O 1.77 1.23 -1.03
H 2.49 0.69 -1.35
H 2.20 1.91 -0.51
O 0.26 -1.51 2.22
H 1.04 -1.09 2.60
H -0.02 -0.90 1.53

Properties
Kohn-Sham gap (alpha / beta): 12.16 / 4.16 eV
Total charge: +1
Energy relative to the best compared isomer or geometry (same formula, charge and spin): 94.02 kJ/mol
2S+1: 2
HOMO level (alpha / beta): -15.685 / -15.542 eV
⟨S²⟩: 0.758
LUMO level (alpha / beta): -0.1295 / -0.4183 Eh

natural (NBO) atomic charge list, values in e, 4 entries:
1 O -0.944
2 H 0.484
3 H 0.475
4 O -0.556

---

Record 7
Computed, not measured: a 5-piece molecular cluster, H10O5 overall, with the ωB97M-V functional and the def2-TZVPD basis.

Positions of all 15 atoms, in Å:
O 0.40 13.56 8.79
H 0.29 14.39 8.33
H -0.09 13.67 9.61
O 0.78 10.63 7.71
H 0.05 11.16 7.39
H 1.55 11.18 7.58
O -0.23 10.45 10.11
H 0.21 10.37 9.26
H 0.23 11.17 10.55
O -2.78 9.77 6.16
H -3.21 8.92 6.22
H -1.92 9.59 5.79
O 4.03 12.96 9.20
H 3.48 12.20 9.01
H 4.55 13.08 8.41

Properties
Kohn-Sham gap (alpha / beta): 10.64 / 3.00 eV
Total charge: +1
Energy relative to the best compared isomer or geometry (same formula, charge and spin): 143.82 kJ/mol
2S+1: 2
HOMO level (alpha / beta): -14.738 / -14.665 eV
⟨S²⟩: 0.755
LUMO level (alpha / beta): -0.1506 / -0.4288 Eh

natural (NBO) atomic charge list, values in e, 4 entries:
1 O -0.950
2 H 0.500
3 H 0.474
4 O -0.902

---

Record 8
Computed, not measured: a 5-piece molecular cluster, H11NO4 overall, with the ωB97M-V functional and the def2-TZVPD basis.

Positions of all 16 atoms, in Å:
N -1.02 0.80 -1.84
H -1.07 1.60 -1.20
H -1.34 0.05 -1.23
H -1.77 0.98 -2.50
O -2.03 1.69 0.90
H -2.16 1.93 1.81
H -2.89 1.76 0.47
O 1.00 1.46 1.94
H 1.30 1.98 1.18
H 0.75 0.61 1.55
O 1.81 1.15 -1.15
H 2.10 1.82 -1.78
H 1.02 0.80 -1.58
O 1.77 -5.44 0.93
H 1.42 -5.03 1.74
H 1.12 -6.13 0.74

Properties
Kohn-Sham gap: 11.28 eV
Total charge: 0
Energy relative to the best compared isomer or geometry (same formula, charge and spin): 95.59 kJ/mol
HOMO level: -10.774 eV
LUMO level: 0.0186 Eh

natural (NBO) atomic charge list, values in e, 4 entries:
1 N -1.094
2 H 0.380
3 H 0.367
4 H 0.361

---

Record 9
Computed, not measured: a 5-piece molecular cluster, H11O5 overall, with the ωB97M-V functional and the def2-TZVPD basis.

Positions of all 16 atoms, in Å:
O 3.26 -0.03 -0.02
H 3.64 0.37 -0.81
H 3.99 -0.28 0.55
O -0.65 -1.89 0.39
H -0.65 -2.82 0.13
H -1.55 -1.56 0.21
O -0.39 1.53 -1.46
H -1.25 1.16 -1.73
H -0.63 2.47 -1.30
O -2.96 0.08 0.61
H -3.57 -0.35 1.22
H -2.99 1.01 0.83
O 0.79 0.21 0.54
H 1.79 0.03 0.31
H 0.31 -0.72 0.50
H 0.20 0.84 0.07

Properties
Kohn-Sham gap: 12.60 eV
Total charge: +1
Energy relative to the best compared isomer or geometry (same formula, charge and spin): 44.48 kJ/mol
HOMO level: -15.657 eV
LUMO level: -0.1123 Eh

natural (NBO) atomic charge list, values in e, 4 entries:
1 O -0.949
2 H 0.516
3 H 0.518
4 O -0.958

---

Record 10
Computed, not measured: a 5-piece molecular cluster, H11O5 overall, with the ωB97M-V functional and the def2-TZVPD basis.

Positions of all 16 atoms, in Å:
O -2.78 0.07 -0.99
H -3.44 0.61 -0.55
H -3.31 -0.46 -1.59
O -1.15 -1.53 2.05
H -0.66 -2.34 2.23
H -1.65 -1.33 2.84
O 0.71 2.21 -0.72
H 1.06 2.98 -0.26
H 1.53 1.94 -1.18
O 3.68 -0.46 -0.85
H 4.60 -0.22 -0.68
H 3.86 -1.36 -1.14
O -0.42 -0.11 0.19
H -1.22 -0.06 -0.41
H -0.69 -0.76 0.98
H -0.10 0.82 0.07

Properties
Kohn-Sham gap: 11.37 eV
Total charge: +1
Energy relative to the best compared isomer or geometry (same formula, charge and spin): 82.65 kJ/mol
HOMO level: -14.403 eV
LUMO level: -0.1115 Eh

natural (NBO) atomic charge list, values in e, 4 entries:
1 O -0.961
2 H 0.499
3 H 0.508
4 O -0.924

---

Record 11
Computed, not measured: a 6-piece molecular cluster, H11O5S overall, with the ωB97M-V functional and the def2-TZVPD basis.

Positions of all 17 atoms, in Å:
S -0.06 -1.31 -0.88
H -0.71 -1.50 0.21
H 1.29 1.18 2.39
H 1.27 -0.18 1.84
O 0.86 0.40 2.64
H -0.68 1.88 -2.16
H -0.99 1.14 -1.10
O -1.37 1.92 -1.50
H -4.65 2.18 -1.07
H -4.88 3.31 -2.10
O -5.27 2.83 -1.30
H 1.66 -2.81 1.62
H 1.26 -2.10 0.34
O 2.11 -2.38 0.91
H 3.73 -0.23 -0.10
H 2.98 -1.04 0.97
O 3.76 -0.37 0.89

Properties
Kohn-Sham gap: 7.63 eV
Total charge: -1
Energy relative to the best compared isomer or geometry (same formula, charge and spin): 173.83 kJ/mol
HOMO level: -4.238 eV
LUMO level: 0.1247 Eh

natural (NBO) atomic charge list, values in e, 4 entries:
1 S -0.934
2 H 0.097
3 H 0.458
4 H 0.487

---

Record 12
Computed, not measured: H12MnO6 as an isolated structure, with the ωB97M-V functional and the def2-TZVPD basis.

Positions of all 19 atoms, in Å:
Mn -0.04 0.04 0.04
O 1.46 -1.32 0.87
H 1.45 -2.14 1.38
H 2.39 -1.06 0.85
O -1.44 -0.96 1.35
H -2.06 -0.52 1.96
H -1.67 -1.90 1.39
O -0.42 -1.43 -1.56
H -1.28 -1.86 -1.68
H 0.21 -2.00 -2.01
O -1.57 1.25 -0.99
H -1.94 2.12 -0.79
H -2.02 0.95 -1.79
O 0.33 1.66 1.50
H 0.61 2.55 1.24
H 0.45 1.63 2.46
O 1.51 0.88 -1.23
H 2.13 1.57 -0.94
H 1.89 0.53 -2.05

Properties
Kohn-Sham gap (alpha / beta): 11.50 / 13.29 eV
Total charge: +2
Energy relative to the best compared isomer or geometry (same formula, charge and spin): 5.54 kJ/mol
2S+1: 6
HOMO level (alpha / beta): -18.458 / -20.223 eV
⟨S²⟩: 8.752
LUMO level (alpha / beta): -0.2558 / -0.2547 Eh

natural (NBO) atomic charge list, values in e, 4 entries:
1 Mn 1.647
2 O -0.997
3 H 0.532
4 H 0.522

---

Record 13
Computed, not measured: a 5-piece molecular cluster, H12NO4 overall, with the ωB97M-V functional and the def2-TZVPD basis.

Positions of all 17 atoms, in Å:
N -0.51 0.33 0.51
H -0.04 -0.35 -0.12
H -1.31 0.03 1.07
H 0.20 0.59 1.23
H -0.84 1.15 0.00
H 0.98 -0.14 -4.60
H 2.08 0.80 -4.05
O 1.34 0.23 -3.79
H -3.17 -0.07 2.88
H -3.34 -0.27 1.38
O -2.84 -0.59 2.15
H 1.93 1.78 2.28
H 1.99 0.53 3.03
O 1.41 1.00 2.44
H 0.99 -1.11 -1.98
H 0.39 -2.40 -1.28
O 0.74 -1.51 -1.15

Properties
Kohn-Sham gap: 12.00 eV
Total charge: +1
Energy relative to the best compared isomer or geometry (same formula, charge and spin): 45.51 kJ/mol
HOMO level: -14.992 eV
LUMO level: -0.1099 Eh

natural (NBO) atomic charge list, values in e, 4 entries:
1 N -0.925
2 H 0.471
3 H 0.453
4 H 0.467

---

Record 14
Computed, not measured: H12NO9 as an isolated structure, with the ωB97M-V functional and the def2-TZVPD basis.

Positions of all 22 atoms, in Å:
N -6.42 -15.01 -10.53
O -5.58 -14.18 -10.68
O -6.69 -15.68 -11.47
O -7.12 -15.03 -9.55
O -4.04 -14.00 -11.59
H -3.96 -14.95 -11.69
H -4.93 -13.86 -11.27
O -5.19 -15.91 -12.62
H -5.83 -15.76 -11.92
H -5.23 -15.12 -13.16
O -6.64 -15.93 -8.00
H -5.71 -16.15 -8.10
H -6.83 -15.35 -8.74
O -8.73 -14.05 -10.10
H -9.11 -14.91 -10.27
H -7.85 -14.24 -9.77
O -8.83 -15.96 -10.97
H -7.90 -16.01 -11.19
H -8.95 -16.61 -10.28
O -5.95 -12.64 -9.51
H -6.62 -12.24 -10.07
H -5.82 -13.51 -9.89

Properties
Kohn-Sham gap: 7.90 eV
Total charge: -1
Energy relative to the best compared isomer or geometry (same formula, charge and spin): 2216.84 kJ/mol
HOMO level: -5.738 eV
LUMO level: 0.0794 Eh

natural (NBO) atomic charge list, values in e, 4 entries:
1 N 0.767
2 O -0.333
3 O -0.384
4 O -0.328